1.
C3H5BrO | wB97M-V/def2-TZVPD

Last column: Löwdin charge in e.
Positions of all 10 atoms, in Å:
1 C 0.13 1.37 -0.39  -0.306
2 C -0.56 -0.85 0.64  -0.159
3 C 0.33 -0.13 -0.33  -0.625
4 O -0.60 1.96 0.40  0.056
5 Br 2.36 -0.63 0.06  0.514
6 H 0.60 1.78 -1.34  0.131
7 H -0.39 -0.49 1.69  0.109
8 H -0.44 -1.92 0.41  0.087
9 H -1.50 -0.60 0.29  0.050
10 H 0.08 -0.50 -1.44  0.143

## Properties
Largest force on an atom   2.6 eV/Å
E   -75281.00192 eV
Highest occupied orbital energy   -10.31 eV
Orbital gap   10.02 eV

***

2.
C16H25NO3 | wB97M-V/def2-TZVPD

Last column: Löwdin charge in e.
Positions of all 45 atoms, in Å:
1 C -5.16 -1.69 1.27  -0.116
2 C -3.84 -1.06 0.83  -0.270
3 C -4.04 -0.03 -0.27  -0.187
4 C -2.73 0.66 -0.65  -0.238
5 O -2.30 1.46 0.43  -0.141
6 C -0.94 1.81 0.40  -0.211
7 C -0.57 2.79 -0.72  -0.149
8 H -1.24 3.65 -0.68  0.121
9 C 0.88 3.26 -0.60  -0.175
10 N 1.80 2.15 -0.64  0.073
11 C 2.51 1.76 0.44  -0.450
12 O 2.58 2.43 1.46  0.066
13 C 3.27 0.48 0.30  -0.055
14 C 4.51 0.41 0.92  -0.013
15 C 5.27 -0.74 0.88  -0.080
16 C 4.77 -1.86 0.23  -0.076
17 C 3.52 -1.82 -0.37  -0.023
18 C 2.76 -0.66 -0.36  -0.205
19 O 1.53 -0.54 -0.95  -0.088
20 C 0.79 -1.70 -1.28  -0.238
21 C 0.28 -2.44 -0.04  -0.054
22 H -0.33 -3.28 -0.34  0.081
23 H 1.11 -2.80 0.56  0.072
24 H -0.32 -1.77 0.57  0.070
25 H 1.37 -2.37 -1.92  0.115
26 H -0.05 -1.32 -1.86  0.116
27 H 3.16 -2.71 -0.86  0.107
28 H 5.34 -2.77 0.19  0.106
29 H 6.23 -0.78 1.36  0.102
30 H 4.86 1.29 1.43  0.121
31 H 1.71 1.50 -1.41  0.134
32 H 1.04 3.76 0.36  0.120
33 H 1.11 3.96 -1.41  0.120
34 H -0.71 2.30 -1.69  0.108
35 H -0.75 2.28 1.37  0.137
36 H -0.31 0.91 0.31  0.111
37 H -1.97 -0.10 -0.89  0.111
38 H -2.89 1.27 -1.55  0.121
39 H -4.73 0.74 0.08  0.119
40 H -4.47 -0.50 -1.16  0.116
41 H -3.37 -0.57 1.69  0.110
42 H -3.17 -1.84 0.48  0.101
43 H -4.99 -2.43 2.05  0.067
44 H -5.84 -0.93 1.65  0.072
45 H -5.64 -2.18 0.42  0.070

## Properties
Largest force on an atom   0.6 eV/Å
E   -24630.43723 eV
Highest occupied orbital energy   -8.89 eV
Orbital gap   9.58 eV

***

Q: Look up the highest occupied orbital energy of the second one.
A: -8.89 eV